# 1
{
  "formula": "C21H28GaN4O3",
  "method": "ωB97M-V with the def2-TZVPD basis set",
  "species": ["Ga", "C", "C", "O", "N", "C", "C", "C", "C", "C", "C", "N", "H", "H", "H", "H", "H", "H", "H", "H", "H", "H", "C", "C", "N", "C", "C", "N", "C", "C", "H", "H", "H", "H", "H", "H", "H", "H", "H", "H", "H", "H", "H", "O", "C", "O", "C", "C", "C", "C", "C", "C", "H", "H", "H", "H", "H"],
  "positions_angstrom": [[-0.06449, 0.70394, 0.31675], [2.79551, 1.09763, -2.69167], [2.17575, 1.25258, -1.34736], [0.91585, 0.98961, -1.23565], [2.90476, 1.70000, -0.35046], [2.50387, 1.94148, 1.05698], [1.41780, 2.97538, 1.15926], [1.73139, 4.30829, 1.33315], [0.74299, 5.27730, 1.22509], [-0.54195, 4.88536, 0.88882], [-0.80372, 3.54265, 0.73255], [0.13243, 2.58968, 0.91688], [2.22091, 0.39193, -3.28393], [3.83039, 0.76505, -2.62302], [2.78187, 2.06550, -3.19984], [3.87529, 1.88252, -0.57372], [3.39010, 2.27834, 1.58770], [2.21880, 0.99316, 1.50696], [2.75456, 4.58784, 1.54562], [0.98174, 6.32313, 1.37003], [-1.33419, 5.60617, 0.74397], [-1.79232, 3.21994, 0.45338], [-4.44622, 0.08611, 0.45097], [-3.07666, 0.76302, 0.67298], [-2.00136, 0.03274, -0.06240], [-2.04961, -1.41278, 0.35364], [-3.38645, -2.05467, -0.05960], [-4.27769, -0.97567, -0.59034], [-3.70006, -0.39151, -1.84488], [-2.27494, 0.11213, -1.53481], [-5.19022, 0.79628, 0.09638], [-4.82066, -0.38569, 1.35699], [-2.82558, 0.77759, 1.73323], [-3.10811, 1.78760, 0.31524], [-1.89738, -1.45399, 1.43163], [-1.21155, -1.93203, -0.10543], [-3.88786, -2.51836, 0.78746], [-3.25688, -2.80158, -0.84035], [-5.19432, -1.37533, -0.80653], [-4.36298, 0.40470, -2.17805], [-3.68592, -1.17009, -2.60473], [-2.15146, 1.14538, -1.85681], [-1.52775, -0.49442, -2.04582], [0.67401, -2.44289, 0.32568], [0.98076, -1.81754, 1.31220], [0.82887, -0.45940, 1.34007], [1.56643, -2.37534, 2.54078], [2.25384, -3.58556, 2.43483], [2.80690, -4.15147, 3.57061], [2.64378, -3.53369, 4.80423], [1.94099, -2.33928, 4.91189], [1.41005, -1.74881, 3.77798], [2.35205, -4.06707, 1.47164], [3.35643, -5.07934, 3.49280], [3.06262, -3.98980, 5.69135], [1.80702, -1.87480, 5.87906], [0.86386, -0.81852, 3.86202]],
  "total_charge": 3,
  "mol_weight_g_mol": 454.2,
  "total_energy_ev": -86687.1293,
  "lumo_energy_ha": -0.3324,
  "orbital_gap_ev": 7.05,
  "relative_energy_kj_mol": 59.5
}

# 2
{
  "formula": "C19H25N5OS",
  "method": "ωB97M-V with the def2-TZVPD basis set",
  "species": ["C", "C", "C", "N", "C", "C", "C", "C", "C", "C", "C", "C", "N", "N", "C", "S", "C", "C", "N", "C", "C", "O", "C", "C", "N", "C", "H", "H", "H", "H", "H", "H", "H", "H", "H", "H", "H", "H", "H", "H", "H", "H", "H", "H", "H", "H", "H", "H", "H", "H", "H"],
  "positions_angstrom": [[-3.23966, -3.17300, -1.41718], [-2.37492, -3.34920, -0.17534], [-2.87868, -2.52164, 1.01070], [-2.78849, -1.10689, 0.75055], [-3.79922, -0.24779, 0.33899], [-5.14366, -0.50187, 0.12604], [-5.94543, 0.54907, -0.27938], [-5.44761, 1.84018, -0.47753], [-6.37767, 2.92949, -0.91941], [-4.10285, 2.09337, -0.26351], [-3.27992, 1.05348, 0.14382], [-1.88155, 0.96733, 0.44554], [-0.89490, 1.83669, 0.44134], [0.29410, 1.40924, 0.77668], [0.47922, 0.13635, 1.10734], [2.09284, -0.35524, 1.52944], [2.96992, 1.24438, 1.36386], [4.46828, 1.10134, 1.66429], [5.31698, 0.62175, 0.60130], [5.04579, -0.73090, 0.15041], [6.20842, -1.17975, -0.73666], [6.36958, -0.32098, -1.84248], [6.58747, 1.00238, -1.41468], [5.43297, 1.50437, -0.54407], [-0.44249, -0.83480, 1.14600], [-1.64120, -0.40192, 0.80840], [-2.84360, -3.76493, -2.23842], [-3.26302, -2.13099, -1.72948], [-4.26048, -3.49677, -1.22423], [-1.34786, -3.04931, -0.39065], [-2.36327, -4.39933, 0.12088], [-2.25850, -2.73430, 1.88629], [-3.91802, -2.76671, 1.23856], [-5.56291, -1.48610, 0.26606], [-6.99670, 0.36815, -0.45118], [-6.82751, 2.67860, -1.87932], [-5.84894, 3.87331, -1.01988], [-7.18380, 3.05671, -0.19796], [-3.68694, 3.07839, -0.40712], [2.78998, 1.61419, 0.35672], [2.50271, 1.92475, 2.07322], [4.84607, 2.08763, 1.95170], [4.59639, 0.42772, 2.51704], [4.96400, -1.38728, 1.01809], [4.11213, -0.79528, -0.43110], [6.02317, -2.17402, -1.14620], [7.13246, -1.19312, -0.13930], [6.68269, 1.60534, -2.31949], [7.52155, 1.05776, -0.83532], [5.64772, 2.51702, -0.19676], [4.51530, 1.52311, -1.15658]],
  "total_charge": 0,
  "mol_weight_g_mol": 371.5,
  "total_energy_ev": -40441.5683,
  "lumo_energy_ha": -0.0004,
  "orbital_gap_ev": 8.14,
  "smiles": "CCCn1c2ccc(C)cc2c2nnc(SCCN3CCOCC3)nc21",
  "relative_energy_kj_mol": 173.2
}

# 3
{
  "formula": "C29H22Cl3N4O2PdSTe",
  "method": "ωB97M-V with the def2-TZVPD basis set",
  "species": ["Pd", "C", "O", "C", "N", "C", "C", "C", "C", "C", "C", "C", "C", "C", "C", "C", "C", "N", "C", "N", "C", "C", "O", "C", "C", "C", "C", "C", "C", "H", "H", "H", "H", "H", "H", "H", "H", "H", "H", "H", "H", "H", "H", "H", "H", "H", "H", "H", "Te", "C", "C", "C", "C", "S", "H", "H", "H", "Cl", "C", "Cl", "Cl", "C", "N"],
  "positions_angstrom": [[0.02094, -0.00493, -0.38256], [-2.53729, -0.06464, 4.09413], [-1.74951, 1.12414, 3.87119], [-1.27053, 0.98643, 2.59261], [-1.73416, 0.05206, 1.88782], [-2.77338, -0.60981, 2.67757], [-2.73507, -2.11774, 2.56331], [-1.94569, -2.74279, 1.60570], [-1.94725, -4.12820, 1.50855], [-2.72627, -4.89491, 2.35877], [-3.51599, -4.27305, 3.31756], [-3.52013, -2.89163, 3.41505], [-0.28276, 2.01812, 2.19172], [0.09582, 2.97444, 3.12919], [0.97624, 3.97052, 2.74864], [1.44749, 3.98301, 1.44967], [1.02905, 2.97563, 0.58871], [0.18323, 2.00342, 0.93948], [1.57013, 2.92358, -0.78601], [1.40064, 1.97682, -1.59811], [2.26226, 2.24963, -2.75481], [2.61526, 3.73037, -2.57310], [2.36465, 3.96840, -1.16788], [1.59449, 1.85649, -4.04870], [0.80633, 0.70829, -4.07066], [0.18981, 0.31203, -5.24539], [0.35913, 1.04669, -6.41164], [1.15377, 2.18226, -6.39787], [1.76889, 2.58402, -5.21857], [-3.44175, 0.22778, 4.62308], [-1.94940, -0.75505, 4.70346], [-3.73908, -0.25810, 2.29143], [-1.33192, -2.14785, 0.93993], [-1.32038, -4.59803, 0.76223], [-2.71836, -5.97486, 2.27824], [-4.12926, -4.86474, 3.98623], [-4.14509, -2.41024, 4.16098], [-0.30490, 2.92061, 4.12912], [1.29374, 4.72431, 3.45714], [2.13634, 4.73345, 1.09351], [3.15256, 1.62198, -2.61664], [1.95166, 4.38371, -3.14584], [3.65407, 3.98269, -2.77300], [0.66297, 0.13937, -3.15833], [-0.43404, -0.57288, -5.23825], [-0.12956, 0.73494, -7.32626], [1.29444, 2.76049, -7.30267], [2.38770, 3.47458, -5.22468], [2.51775, -0.52501, 0.50829], [2.83691, -2.44757, 1.29630], [4.02097, -3.12341, 1.41991], [3.88502, -4.40075, 2.02793], [2.59523, -4.69158, 2.35690], [1.56377, -3.37376, 1.97790], [4.95989, -2.71848, 1.07089], [4.70915, -5.08180, 2.19335], [2.21676, -5.59382, 2.80945], [-3.79016, -0.26630, -3.13366], [-2.76202, 0.60562, -1.95978], [-3.77264, 1.05440, -0.56165], [-2.15411, 2.08316, -2.72316], [-1.61454, -0.21335, -1.50382], [-1.20184, -1.32818, -1.70291]],
  "total_charge": -1,
  "mol_weight_g_mol": 831.0,
  "total_energy_ev": -99661.7948,
  "lumo_energy_ha": 0.0868,
  "orbital_gap_ev": 5.55,
  "relative_energy_kj_mol": 0.0
}

# 4
{
  "formula": "C6H6B3F14O7PSV",
  "method": "ωB97M-V with the def2-TZVPD basis set",
  "species": ["O", "P", "O", "B", "O", "B", "F", "O", "B", "C", "C", "C", "F", "F", "C", "F", "F", "C", "F", "F", "C", "F", "F", "S", "F", "F", "F", "F", "F", "O", "H", "H", "H", "H", "H", "H", "O", "V", "O"],
  "positions_angstrom": [[0.08250, 4.01261, -1.10561], [0.61263, 4.97537, 0.12242], [2.21555, 4.71332, 0.18086], [-0.16360, 4.13464, 1.73434], [-1.49223, 4.30969, 2.03041], [-2.01611, 3.13918, 2.58396], [-3.16105, 2.68613, 2.12028], [-1.26443, 2.47592, 3.52775], [-0.02839, 2.22934, 2.93675], [0.54666, 0.80856, 2.64050], [-0.54058, -0.27858, 2.54779], [-0.48738, -1.06940, 1.25782], [-1.63946, -1.79739, 1.22726], [-0.56020, -0.20709, 0.20410], [0.70180, -2.10141, 1.14886], [1.34604, -2.05462, 2.33424], [0.21128, -3.34306, 1.05700], [1.78819, -1.83487, 0.04939], [2.05761, -0.53412, -0.10827], [2.93405, -2.33046, 0.58275], [1.71880, -2.61617, -1.30691], [1.76189, -3.91696, -1.10767], [2.85577, -2.32772, -1.94059], [0.29825, -2.21914, -2.51516], [-0.76688, -2.43988, -1.37282], [0.16095, -3.74623, -2.91653], [1.28404, -2.03932, -3.73701], [0.41266, -0.67438, -2.24322], [-0.92678, -1.91051, -3.51370], [0.67140, 3.37845, 2.53618], [0.17933, 3.09172, -0.82449], [2.43808, 3.87259, -0.24359], [1.10215, 0.88590, 1.70540], [1.28413, 0.58441, 3.41513], [-0.58630, -0.93914, 3.40726], [-1.51646, 0.20706, 2.50519], [-3.26359, -3.55255, -7.10768], [-3.56352, -2.34949, -6.06409], [-4.68678, -1.22236, -5.74830]],
  "total_charge": 1,
  "mol_weight_g_mol": 602.5,
  "total_energy_ev": -106532.2922,
  "lumo_energy_ha": -0.3323,
  "orbital_gap_ev": 1.36
}

# 5
{
  "formula": "C4H9NO3",
  "method": "ωB97M-V with the def2-TZVPD basis set",
  "species": ["C", "N", "C", "O", "C", "C", "O", "O", "H", "H", "H", "H", "H", "H", "H", "H", "H"],
  "positions_angstrom": [[-1.88853, -0.62444, -0.33741], [-0.96214, 0.47689, -0.17483], [-1.46472, 1.49480, 0.72454], [0.26284, -0.04711, 0.36906], [1.34091, 0.23017, -0.48531], [2.49329, -0.71801, -0.21272], [3.63330, -0.48245, -0.50998], [2.10856, -1.85059, 0.36343], [-2.78063, -0.24333, -0.83074], [-1.42272, -1.37714, -0.97072], [-2.16760, -1.08529, 0.61769], [-1.73248, 1.09400, 1.70986], [-0.69881, 2.25833, 0.84721], [-2.34373, 1.94383, 0.26608], [1.04424, 0.09573, -1.53526], [1.70448, 1.26067, -0.36650], [2.87376, -2.42607, 0.52561]],
  "total_charge": 0,
  "mol_weight_g_mol": 119.1,
  "total_energy_ev": -11924.8568,
  "lumo_energy_ha": 0.0280,
  "orbital_gap_ev": 9.99,
  "smiles": "CN(C)OCC(=O)O",
  "relative_energy_kj_mol": 259.0
}

# 6
{
  "formula": "C18H13Cl2NO3S",
  "method": "ωB97M-V with the def2-TZVPD basis set",
  "species": ["O", "C", "C", "C", "C", "C", "C", "C", "Cl", "C", "C", "C", "C", "N", "C", "C", "C", "C", "Cl", "C", "C", "S", "O", "O", "C", "H", "H", "H", "H", "H", "H", "H", "H", "H", "H", "H", "H", "H"],
  "positions_angstrom": [[-2.51143, 1.48958, 1.54678], [-1.53050, 0.98627, 1.04388], [-0.56546, 0.31803, 1.97576], [-0.36885, -1.11255, 1.45150], [0.55155, -1.84186, 2.39920], [1.85989, -1.35616, 2.67476], [2.68299, -1.94990, 3.63124], [2.24363, -3.09934, 4.29560], [3.18511, -3.93400, 5.47261], [0.98022, -3.58827, 3.96939], [0.13135, -2.97261, 3.07184], [0.20143, -1.07577, 0.00981], [-0.41293, -0.01847, -0.87654], [0.15184, 0.07389, -2.04876], [-0.17511, 1.00690, -2.99171], [0.26079, 0.79342, -4.31246], [0.05714, 1.75467, -5.33840], [-0.63980, 2.92508, -5.02995], [-0.90809, 4.20515, -6.22396], [-1.09155, 3.12491, -3.73726], [-0.84224, 2.17713, -2.71660], [-1.25408, 2.45074, -0.98811], [-2.45936, 3.24291, -0.92287], [-0.10354, 3.09124, -0.32521], [-1.53892, 0.80140, -0.42963], [-0.97971, 0.24051, 3.01263], [0.32900, 0.90955, 1.99538], [-1.34580, -1.60199, 1.45222], [2.26100, -0.48633, 2.16456], [3.67928, -1.55279, 3.84750], [0.64540, -4.44802, 4.54075], [-0.84064, -3.38494, 2.88603], [1.30610, -0.94558, 0.02249], [-0.02107, -2.05055, -0.45287], [0.74611, -0.19336, -4.54738], [0.43025, 1.56550, -6.32005], [-1.58165, 4.02920, -3.42173], [-2.53239, 0.42639, -0.78042]],
  "total_charge": 0,
  "mol_weight_g_mol": 394.3,
  "total_energy_ev": -62388.2628,
  "lumo_energy_ha": -0.0266,
  "orbital_gap_ev": 8.59,
  "smiles": "O=C1C[C@H](c2ccc(Cl)cc2)CC2=Nc3ccc(Cl)cc3S(=O)(=O)[C@H]12",
  "relative_energy_kj_mol": 10.1
}

Number 1: HOMO energy -16.1 eV. Number 2: HOMO energy -8.1 eV. Number 3: HOMO energy -3.2 eV. Number 4: HOMO energy -10.4 eV. Number 5: HOMO energy -9.2 eV. Number 6: HOMO energy -9.3 eV.